C18H24O5 in the gas phase, computed with wB97M-V/def2-TZVPD.

Summary:
energy above the lowest of the compared OMol25 structures with the same formula, charge and spin = 0.894 eV
E_tot = -1076.46792 a.u.
SMILES string = CCOC(=O)[C@H]1CC=C(C(C)C)[C@]12C=CC(=O)[C@@H](OC(C)=O)C2
charge = 0
LUMO energy = 0.096 eV
highest occupied orbital energy = -9.106 eV
molecular weight = 320.38 Da
maximum force = 3.018 eV/Å

```
47
C18H24O5 | OMol25 | wB97M-V/def2-TZVPD
O -0.8567 -1.8675 -3.3042
O -2.6711 0.8450 -0.7151
O 1.6793 1.8225 -2.5304
O -1.8521 2.8459 0.0595
O 1.1085 -0.9151 -2.6497
C 0.3273 -1.6848 -3.4650
C -2.0235 1.4974 0.1200
C 1.2782 1.2356 -1.5324
C 1.6760 1.7603 -0.2454
C -0.9640 -1.1040 2.6150
C 1.1602 1.2167 0.8907
C 0.2446 -0.8366 2.0237
C 0.9271 -2.5362 -4.5985
C -1.6543 3.2601 -2.3162
C 1.9889 -0.8568 3.8017
C 1.4828 -2.9553 2.6068
C -2.5173 3.4850 -1.0639
C 1.5790 -1.4486 2.4540
C -2.0604 -0.2932 1.9717
C 0.1556 -0.7602 -0.3546
C 0.0925 0.1403 0.9098
C -1.2859 0.7624 1.2482
C 0.4378 -0.0563 -1.7003
H 2.3642 2.6080 -0.2584
H -1.1123 -1.7499 3.4553
H 1.4480 1.6312 1.8414
H 1.9798 -2.2038 -4.7216
H 0.9400 -3.5979 -4.3009
H 0.3264 -2.4421 -5.5156
H -1.6745 2.2142 -2.6283
H -0.6350 3.5465 -2.1519
H -2.0074 3.9041 -3.1409
H 3.0174 -1.1932 4.0550
H 1.3219 -1.1787 4.5899
H 1.9596 0.2360 3.7996
H 0.7397 -3.2288 3.3851
H 2.4842 -3.3306 2.9126
H 1.2444 -3.4401 1.6427
H -2.6214 4.5680 -0.8964
H -3.5254 3.0514 -1.1853
H 2.3304 -1.1980 1.7198
H -2.7611 0.1370 2.7068
H -2.6873 -0.9232 1.2885
H -0.7668 -1.3688 -0.4294
H 1.0016 -1.4833 -0.2346
H -1.1172 1.5960 1.9682
H -0.5015 0.2895 -2.1271
```

***

C25H57N3O2P2Ru as an isolated structure, computed with wB97M-V/def2-TZVPD.

Summary:
E_tot = -2077.37402 a.u.
expectation value of S² = 6.0546
charge = +4
LUMO energy (spin up / spin down) = -12.583 / -16.626 eV
spin multiplicity = 5
highest occupied orbital energy (spin up / spin down) = -19.929 / -20.672 eV
molecular weight = 594.77 Da
maximum force = 9.848 eV/Å

```
90
C25H57N3O2P2Ru | OMol25 | wB97M-V/def2-TZVPD
Ru 0.4650 0.1499 -0.3367
C -1.5695 -0.2821 -0.1642
O -2.4409 -0.0555 -0.9976
C 0.9507 -1.5327 -0.8284
O 1.2548 -2.6165 -1.1934
P 0.5604 0.9736 -2.5799
C 2.2638 1.4592 -3.1972
H 2.1208 1.6021 -4.2783
C 0.0048 -0.3117 -3.8658
H 0.3576 -1.2470 -3.3907
C -0.3111 2.5753 -2.9617
H 0.2743 3.3092 -2.3829
C 0.8815 0.9518 3.3931
P 1.5307 -0.1120 1.9923
H 3.7706 -0.0603 2.8503
H 0.9799 1.9761 2.9940
C 1.7422 -1.7733 2.8376
H 2.2708 -1.5022 3.7660
C -1.5140 -0.4013 -4.0115
H -1.7469 -1.3730 -4.4764
H -1.9100 0.3787 -4.6807
H -2.0396 -0.3580 -3.0492
C 0.6361 -0.2158 -5.2634
H 0.3369 0.7025 -5.7887
H 0.2567 -1.0624 -5.8550
H 1.7302 -0.2860 -5.2494
C -0.2609 2.9871 -4.4357
H 0.7607 3.0856 -4.8242
H -0.7285 3.9784 -4.5200
H -0.8306 2.3080 -5.0841
C -1.7387 2.6271 -2.4292
H -2.1284 3.6462 -2.5620
H -1.7823 2.3837 -1.3615
H -2.4034 1.9412 -2.9674
C 2.7673 2.7878 -2.6106
H 2.3842 3.6552 -3.1714
H 3.8641 2.8237 -2.6755
H 2.4724 2.9182 -1.5592
C 3.2741 0.3248 -3.0072
H 3.5873 0.2586 -1.9569
H 4.1679 0.5292 -3.6185
H 2.8837 -0.6520 -3.3219
C 1.6913 0.8435 4.6952
H 2.7735 0.9146 4.5485
H 1.4688 -0.0872 5.2347
H 1.4053 1.6774 5.3521
C -0.6021 0.6990 3.6574
H -0.7692 -0.0547 4.4401
C 4.0042 -0.2337 0.7028
H -1.1283 0.3795 2.7510
H -1.0842 1.6278 3.9912
C 3.5253 1.9090 2.0221
H 3.2741 -0.6566 -0.0079
H 4.6183 0.5145 0.1812
H 4.6873 -1.0465 1.0036
C 3.3295 0.3865 1.9397
H 4.5652 2.1477 1.7575
H 3.3624 2.2852 3.0401
H 2.8513 2.4421 1.3405
C 2.6158 -2.7524 2.0576
H 2.2381 -2.9191 1.0409
H 2.5989 -3.7168 2.5821
H 3.6586 -2.4343 1.9996
C 0.4361 -2.4692 3.2110
H -0.0010 -2.9782 2.3401
H -0.3158 -1.8189 3.6679
H 0.6613 -3.2527 3.9502
H 2.0202 1.0906 0.0639
H 1.8299 1.3778 -0.7282
C -2.5091 -3.3738 0.4811
N -3.5420 -2.5067 1.0614
C -4.8753 -3.0924 1.1528
C -3.2623 -1.2343 1.3139
N -1.9348 -0.8163 1.0779
N -4.0978 -0.3138 1.7682
C -5.3560 -0.5984 2.4425
C -3.7202 1.1020 1.7007
H -2.9547 -4.3536 0.3019
H -1.6670 -3.5058 1.1726
H -2.1421 -2.9668 -0.4721
H -5.1818 -3.2154 2.2053
H -5.6148 -2.4959 0.5953
H -4.8197 -4.0881 0.6999
H -1.2152 -1.3784 1.5347
H -5.2396 -1.3897 3.1950
H -5.6527 0.3148 2.9642
H -6.1497 -0.8579 1.7279
H -2.8689 1.3351 2.3564
H -3.4683 1.3942 0.6727
H -4.5878 1.6750 2.0361
```

***

C7H8 in the gas phase, computed with wB97M-V/def2-TZVPD.

Summary:
energy above the lowest of the compared OMol25 structures with the same formula, charge and spin = 5.433 eV
E_tot = -271.33177 a.u.
SMILES string = C#CC1=CC1(C)C
charge = 0
LUMO energy = 0.986 eV
highest occupied orbital energy = -9.068 eV
molecular weight = 92.14 Da
maximum force = 3.952 eV/Å

```
15
C7H8 | OMol25 | wB97M-V/def2-TZVPD
C 3.0079 2.3259 -0.8581
C 2.1273 1.7779 -0.2575
C -0.2877 1.3770 0.9760
C 0.7545 1.2574 0.1960
C -0.2083 0.1390 0.1320
C -1.0347 -0.2470 -1.0897
C 0.0432 -1.1525 1.0024
H 3.7118 2.8239 -1.3670
H -0.8084 1.9418 1.6320
H -1.1827 0.7348 -1.7242
H -2.0099 -0.6375 -0.7398
H -0.5948 -0.9421 -1.8529
H -0.5229 -1.0464 1.9622
H 1.0360 -1.1155 1.4161
H -0.3328 -1.9895 0.4469
```

***

An isolated ion of composition C5H5N2O and charge +1, computed with wB97M-V/def2-TZVPD.

Summary:
energy above the lowest of the compared OMol25 structures with the same formula, charge and spin = 3.010 eV
E_tot = -377.86121 a.u.
SMILES string = O=C1CC=C=[NH+]C=N1
charge = +1
LUMO energy = -6.475 eV
highest occupied orbital energy = -14.980 eV
molecular weight = 109.11 Da
maximum force = 3.292 eV/Å

```
13
C5H5N2O | OMol25 | wB97M-V/def2-TZVPD
C -1.4565 -0.7666 -0.2532
C -1.2402 0.4989 -0.0363
C 0.7587 1.6346 -0.5378
C 1.1175 -0.5606 0.3524
C -0.1188 -1.4692 0.0129
N 1.5004 0.6465 -0.3920
N -0.5784 1.5910 0.0810
O 1.8063 -0.7684 1.2898
H 1.1545 2.4777 -0.9747
H 0.2611 -2.0208 -0.7608
H -2.2588 -1.4941 -0.3316
H -0.3692 -2.1186 0.7943
H -0.5766 2.3498 0.7560
```